# 1
57
Properties=species:S:1:pos:R:3:mulliken_charge:R:1 method="wB97M-V/def2-TZVPD" e_above_lowest_kcal_mol=0.0 homo_energy_ha="-0.1692 / -0.1644" spin_multiplicity=2 s_squared=0.75 charge=-1 fmax_ev_per_a=1.272 energy_ha=-2711.63251 e_lumo_ev="2.235 / 2.222"
Rh -0.64940 -0.62656 0.37988 1.313
S -0.60240 0.89221 4.72318 -0.487
P 0.77217 -3.28502 -0.64709 1.012
P 2.06372 -0.70552 -1.72752 0.901
O 1.42040 1.57687 0.93548 -0.337
O 0.06113 -2.68945 0.54236 -0.784
O 1.23544 -4.70649 -0.65276 -0.867
O -1.22079 1.21214 0.24688 -0.629
O -2.18597 -1.41731 -1.09776 -0.851
O 0.68684 -0.24413 -1.37320 -0.548
O 3.10629 0.31175 -1.04941 -0.626
O 3.05715 2.47806 2.13127 -0.708
O -0.04493 -3.03945 -1.99843 -0.628
O 2.50272 -0.99883 -3.12727 -0.941
N 3.14061 -3.17039 -1.83248 -0.150
N 0.24376 3.88908 0.41324 -0.367
N -3.09666 -2.25057 -0.66678 0.783
N -0.97641 -0.64172 2.40371 -0.642
C -2.58232 1.48407 0.25256 -0.799
C -3.96100 -3.71225 0.97341 -1.225
C 3.06792 -2.23283 0.47754 -2.028
C 1.26003 3.93594 1.45849 0.653
C -5.26253 -3.16922 -0.94608 -0.666
C -4.23136 -2.37238 -1.38728 -0.212
C 2.09769 5.03215 -0.47866 -0.613
C 2.34623 -2.31931 -0.85678 0.561
C 0.60765 4.76974 -0.69834 -0.653
C 2.01075 2.60196 1.54727 -0.044
C -5.13256 -3.84653 0.25666 -0.077
C -0.81172 0.00589 3.36415 0.316
C -2.94293 -2.90159 0.50169 -0.051
C 2.21349 5.06003 1.04600 -0.858
H 2.74564 -4.12606 -1.76535 0.364
H -6.15899 -3.24143 -1.54469 0.394
H 0.41130 4.28186 -1.65464 0.299
H 4.03791 -1.74290 0.36778 0.523
H 2.46693 -1.64464 1.17079 0.298
H -0.70732 3.96153 0.73313 0.185
H 0.60368 1.89216 0.46385 0.490
H -5.93491 -4.47160 0.62438 0.388
H -0.71645 -2.33377 -1.90017 0.448
H 2.99534 -2.69083 -2.75062 0.362
H -3.81194 -4.21845 1.91592 0.421
H 1.85118 6.01548 1.43264 0.336
H 0.04851 5.71394 -0.67683 0.354
H 0.83138 4.09308 2.45050 0.342
H 2.68723 4.20640 -0.88392 0.227
H 2.42848 5.95622 -0.95188 0.392
H 3.21961 4.88492 1.42034 0.394
H -4.23851 -1.79806 -2.30027 0.448
H -2.90692 1.95503 1.19492 0.304
H -2.84485 2.16594 -0.57152 0.249
H 2.66385 0.77560 -0.31255 0.431
H 3.19516 -3.22617 0.91499 0.484
H -1.99047 -2.74675 0.99362 0.725
H 4.13066 -3.16746 -1.60435 0.318
H -3.19954 0.58563 0.12005 0.077

***

# 2
47
Properties=species:S:1:pos:R:3:mulliken_charge:R:1 method="wB97M-V/def2-TZVPD" e_above_lowest_kcal_mol=0.0 homo_energy_ha=-0.3823 spin_multiplicity=1 charge=+1 fmax_ev_per_a=2.545 energy_ha=-1068.18263 e_lumo_ev=-3.868
O -1.13510 -1.85367 -2.16213 -0.461
O -3.12746 -2.58404 -1.54192 -0.455
O 5.89507 -0.73648 -0.36512 -0.515
O 4.43869 -0.27878 1.29369 -0.314
N 0.59685 0.94623 2.68308 -0.362
N -5.28828 0.07225 -1.20145 0.144
N -1.08883 0.83835 1.07860 -0.158
N 0.84720 2.01534 0.60516 -0.054
C -5.36496 2.28570 -1.08046 -0.598
C -0.95239 -0.21489 0.00172 -0.509
C 2.70121 0.88406 -0.67281 -0.347
C 4.22357 0.82056 -0.89433 -0.687
C -2.05974 -1.30479 0.12024 -0.786
C -6.49691 0.45087 -1.71538 -0.481
C 4.94824 -0.17326 0.03607 0.408
C 0.16673 1.27096 1.45039 0.218
C -2.17162 -1.97910 -1.25580 0.481
C 2.31233 1.75407 0.55107 -0.767
C 3.80716 -2.64822 0.72613 -0.937
C -4.58902 1.18828 -0.81558 -0.136
C 4.32369 -1.64019 1.76432 -0.316
C -6.57582 1.81745 -1.65105 -0.478
H -1.72823 -2.01726 0.89012 0.373
H 3.71261 -3.60976 1.26085 0.409
H -7.40997 2.41546 -1.97857 0.395
H 0.84604 1.63826 3.37848 0.249
H -7.19552 -0.28280 -2.08076 0.397
H 4.63391 1.81972 -0.65252 0.302
H 0.61787 -0.02225 2.96938 0.216
H 2.80172 2.72574 0.37010 0.273
H -3.60371 1.10549 -0.38667 0.159
H -1.09777 0.29756 -0.96072 0.323
H 2.20011 -0.09741 -0.67166 0.058
H -0.74388 -2.74106 -2.22149 0.370
H -4.96534 -0.87712 -1.12171 0.164
H 4.51850 -2.84253 -0.08546 0.341
H 5.24214 -1.99000 2.25794 0.308
H -3.01910 -0.85414 0.40125 0.420
H 3.56857 -1.61128 2.56826 0.288
H 2.28109 1.42456 -1.54531 0.591
H -5.09418 3.31096 -0.88715 0.400
H 0.46324 1.90757 -0.33430 0.334
H 4.50583 0.63628 -1.93530 0.370
H 0.03760 -0.69163 0.04809 0.419
H 2.79915 -2.40907 0.35493 0.135
H -1.51459 0.45469 1.92018 0.356
H 2.73332 1.37932 1.48759 0.461

***

# 3
53
Properties=species:S:1:pos:R:3:mulliken_charge:R:1 method="wB97M-V/def2-TZVPD" homo_energy_ha="-0.0613 / -0.2175" spin_multiplicity=3 s_squared=2.01 charge=-1 fmax_ev_per_a=3.833 energy_ha=-23975.07028 e_lumo_ev="1.283 / 1.282"
Br 2.15612 -2.71367 -1.78061 0.037
Br 1.60455 -5.78668 -0.79078 -0.062
Br -3.77565 0.60322 0.02804 -0.255
Br -4.07108 0.10743 3.22784 -0.252
Br -0.32707 -1.84196 4.05793 -0.047
Br 3.74803 -3.89331 0.83575 -0.006
Br -2.01188 -2.39852 1.33367 0.014
Br 0.83113 -0.99526 1.07288 0.109
Br -5.77179 -1.90212 1.18077 -0.410
O 2.88436 4.32378 -2.45035 -0.559
O -1.50707 -4.80894 5.91127 -0.662
N -2.86235 -6.33500 5.24766 -0.366
N 1.75722 3.58776 -2.22693 0.579
C -1.99741 -4.91551 3.53394 -0.533
C 2.67571 2.06467 -0.29311 -1.264
C -0.06369 2.02366 -2.90604 -1.526
C -4.98968 -0.00692 1.48420 -0.296
C -0.24857 1.53202 -1.48352 0.505
C 0.22231 2.52922 -0.49877 -1.053
C 2.05090 -3.95906 -0.21949 -0.066
C 1.73318 4.32924 0.12674 -1.728
C 2.34075 1.49230 -3.70771 -1.490
C 1.03039 3.49852 -4.58253 -1.783
C 1.33045 2.63861 -3.26963 1.481
C 1.63523 3.07750 -0.81430 1.335
C -0.72867 -1.24124 2.21598 -0.337
C -2.05695 -5.36596 4.96560 0.486
H 1.23432 -3.71935 0.46157 0.032
H -2.89705 -6.64811 6.20726 0.246
H 1.24335 5.25738 -0.16776 0.407
H -0.29381 1.23779 -3.62544 0.542
H 3.67232 2.22984 -0.70250 0.359
H -1.06418 -4.36328 3.42337 -0.037
H -0.97481 2.56115 -3.16880 0.437
H 1.46797 4.02252 1.13851 0.417
H 0.43168 4.37927 -4.35035 0.452
H -3.26340 -6.83643 4.46803 0.198
H -2.78695 -4.20034 3.30311 0.312
H 0.56803 2.96661 -5.41405 0.377
H 0.25794 2.12277 0.51198 0.351
H 2.28534 1.06156 -0.46481 -0.007
H 3.29862 1.93773 -3.97633 0.397
H 0.38460 0.64707 -1.41971 -0.066
H 1.96024 3.91569 -4.96913 0.401
H 2.69987 2.08567 0.79642 0.402
H 2.47580 0.73780 -2.93273 0.203
H -0.47201 3.34805 -0.31026 0.368
H -1.30303 1.27294 -1.38819 -0.412
H 1.87875 1.01157 -4.57001 0.437
H -5.84580 0.66759 1.49848 0.286
H -1.22518 -0.28664 2.39013 0.302
H 2.76550 4.63963 0.28822 0.397
H -2.08659 -5.69226 2.77448 0.345

***

# 4
48
Properties=species:S:1:pos:R:3:mulliken_charge:R:1 method="wB97M-V/def2-TZVPD" e_above_lowest_kcal_mol=11.3 smiles=CCCC#N.CCCC#N.ClCCCl.ClCCCl.ClCCCl homo_energy_ha=-0.3878 spin_multiplicity=1 fmax_ev_per_a=4.572 energy_ha=-3419.67666 e_lumo_ev=0.334
Cl -6.75839 12.56436 -12.25202 -0.162
Cl -5.05110 22.03240 -11.30401 -0.196
Cl -9.29279 12.15507 -14.32367 -0.168
Cl -10.24518 15.90109 -14.66165 -0.202
Cl -8.02481 16.64712 -12.20763 -0.190
Cl -8.47760 20.84692 -11.21294 -0.204
N -14.86744 15.73407 -18.06342 -0.460
N -9.58402 20.05008 -15.02507 -0.472
C -14.25089 16.10161 -17.11477 0.004
C -7.11294 20.54091 -12.33699 -0.255
C -12.81128 18.08461 -16.09057 0.021
C -6.29839 21.82991 -12.53181 -0.477
C -12.60404 24.02026 -14.62849 -1.179
C -13.45485 16.64191 -15.97107 -0.203
C -11.74902 22.73789 -14.25794 -0.408
C -11.30899 21.93415 -15.51165 -0.316
C -9.66791 17.35436 -12.40476 -0.001
C -11.85486 18.25057 -17.22644 -1.132
C -9.37565 11.86832 -12.57382 -0.305
C -10.39731 20.85937 -15.23530 0.151
C -8.04355 11.33423 -12.06886 -0.431
C -10.61143 16.31070 -12.97386 -0.372
H -14.11407 16.53527 -15.10959 0.379
H -12.29947 17.88769 -18.15312 0.462
H -11.63929 16.67233 -13.00265 0.280
H -12.06720 24.76792 -15.21236 0.342
H -10.94511 17.67278 -17.06330 0.193
H -9.61478 18.27590 -12.98444 -0.137
H -9.93067 17.59552 -11.37476 0.321
H -12.23373 21.49226 -15.88273 0.243
H -10.56454 15.33146 -12.49743 0.291
H -10.22355 11.22590 -12.33620 0.333
H -10.90111 23.02200 -13.63470 0.344
H -7.73821 10.45170 -12.63101 0.317
H -8.15754 11.08936 -11.01286 0.282
H -5.76311 21.80105 -13.48088 0.314
H -9.62016 12.83523 -12.13405 0.147
H -10.90146 22.62192 -16.25258 0.354
H -12.22008 18.34930 -15.21391 0.030
H -12.33990 22.07725 -13.62349 0.311
H -6.41480 19.77957 -11.98906 0.354
H -13.63993 18.79274 -16.09010 0.371
H -6.88715 22.74708 -12.51558 0.309
H -11.63248 19.29736 -17.43354 0.260
H -12.64894 15.91929 -15.84289 0.053
H -7.49164 20.26918 -13.32231 0.155
H -13.33747 23.63599 -15.33737 0.313
H -13.18098 24.40002 -13.78527 0.336